Entry 1:
Here is an isolated ion of composition C5H12N and charge +1 at a distorted geometry from OMol25. Energies are from ωB97M-V/def2-TZVPD.

Properties
SMILES string: C/C=C/CC[NH3+]
Net charge: +1
Energy relative to the best compared isomer or geometry (same formula, charge and spin) in eV: 1.2609
LUMO in hartree: -0.1331
Gap between HOMO and LUMO in eV: 9.74

Atoms and positions in Å:
C: 1.39587 -1.65980 -1.69477
C: 0.68596 -0.66350 -0.82289
C: -0.61168 -0.73917 -0.54088
C: -1.40891 0.14139 0.33345
C: -0.84875 1.46786 0.78538
N: 0.43440 1.17433 1.59675
H: 1.68205 -2.58071 -1.18603
H: 2.31842 -1.22205 -2.06266
H: 0.76155 -1.95486 -2.53028
H: 1.21204 0.28835 -0.71748
H: -1.09617 -1.60098 -0.98371
H: -2.37474 0.33487 -0.13894
H: -1.73892 -0.38381 1.24360
H: -1.49970 1.98228 1.47970
H: -0.57388 2.05696 -0.08931
H: 0.30544 0.21251 1.92836
H: 0.50061 1.77284 2.41900
H: 1.30621 1.19325 1.06960

Here are the natural (NBO) charges for atoms 1 to 8, given in e: number 1, C, carries -0.66; number 2, C, carries -0.18; number 3, C, carries -0.20; number 4, C, carries -0.48; number 5, C, carries -0.20; number 6, N, carries -0.68; number 7, H, carries 0.24; number 8, H, carries 0.23

---

Entry 2:
Here is a 2-piece molecular cluster, C10H18N2O3 overall at a distorted geometry from OMol25. Energies are from ωB97M-V/def2-TZVPD.

Properties
Energy relative to the best compared isomer or geometry (same formula, charge and spin) in eV: 8.5742
LUMO (alpha / beta) in hartree: 0.0046 / 0.0047
Gap between HOMO and LUMO (alpha / beta) in eV: 7.68 / 7.68

Atoms and positions in Å:
C: -1.80604 0.28758 -0.40141
C: -0.96110 1.23133 -0.51010
C: 0.22585 -1.13577 -0.04463
C: -1.30478 -1.08602 0.05378
C: 0.53457 1.27413 -0.23241
C: 0.76018 0.09392 0.50296
C: -1.94060 -2.24332 -0.72966
C: -1.75697 -1.04397 1.49902
C: 1.12388 1.19882 -1.72410
C: 1.09357 2.53164 0.49554
N: 3.69389 0.13339 0.19279
N: 2.89184 -0.69982 -0.09149
O: 2.91535 -1.90242 -0.42503
O: 1.13820 0.18950 1.80390
O: 5.08845 -0.17655 0.06479
H: -2.87618 0.21800 -0.65044
H: -1.23160 2.22901 -0.94582
H: 0.41748 -2.04512 0.59036
H: 0.58236 -1.23859 -1.06543
H: -2.95264 -2.37566 -0.56736
H: -1.35060 -3.17856 -0.34214
H: -1.66026 -2.24182 -1.76173
H: -1.60059 -0.14414 2.03486
H: -1.13735 -1.77468 2.15836
H: -2.77552 -1.36757 1.43247
H: 1.33203 2.28680 -1.87743
H: 0.50748 0.72208 -2.45013
H: 2.04615 0.71154 -1.58332
H: 1.77826 2.22014 1.25923
H: 0.20105 2.95871 0.91884
H: 1.58369 3.21773 -0.09675
H: 1.15862 -0.62163 2.33073
H: 5.54663 0.49436 0.66280

Here are the natural (NBO) charges for atoms 1 to 8, given in e: number 1, C, carries -0.19; number 2, C, carries -0.18; number 3, C, carries -0.56; number 4, C, carries -0.05; number 5, C, carries -0.26; number 6, C, carries 0.75; number 7, C, carries -0.60; number 8, C, carries -0.61

---

Entry 3:
Here is a 2-piece molecular cluster, C5H12 overall at a distorted geometry from OMol25. Energies are from ωB97M-V/def2-TZVPD.

Properties
SMILES string: C=C.CCC
Energy relative to the best compared isomer or geometry (same formula, charge and spin) in eV: 3.0872
LUMO in hartree: 0.0353
Gap between HOMO and LUMO in eV: 11.03

Atoms and positions in Å:
C: 3.69907 -0.93736 1.01320
C: 4.51346 0.10593 0.63448
H: 2.99085 -0.51739 1.74020
H: 3.66507 -1.88650 0.54544
H: 4.06005 1.12647 0.83875
H: 5.07746 0.06209 -0.35298
C: -1.54411 1.38727 -0.58571
C: -2.35670 0.12836 -0.86871
C: -2.68569 -0.91307 0.24248
H: -0.49846 1.17385 -0.23056
H: -1.21436 1.78290 -1.53378
H: -2.07456 2.23351 -0.08092
H: -3.33786 0.42916 -1.25455
H: -1.89585 -0.67861 -1.49140
H: -2.98368 -1.87617 -0.10254
H: -3.63868 -0.49045 0.62235
H: -1.77602 -1.12998 0.86424

Here are the natural (NBO) charges for atoms 1 to 8, given in e: number 1, C, carries -0.38; number 2, C, carries -0.41; number 3, H, carries 0.20; number 4, H, carries 0.20; number 5, H, carries 0.20; number 6, H, carries 0.19; number 7, C, carries -0.63; number 8, C, carries -0.41

---

Entry 4:
Here is C24H49BN2O3Si2Zn as an isolated structure at a distorted geometry from OMol25. Energies are from ωB97M-V/def2-TZVPD.

Properties
Net charge: +2
LUMO in hartree: -0.4116
Gap between HOMO and LUMO in eV: 1.90

Atoms and positions in Å:
C: -2.72622 3.84708 1.08034
O: -2.48865 3.52389 2.43177
C: -1.51906 4.39233 2.99096
C: -0.16659 4.41159 2.28002
C: 0.43493 3.03046 1.99199
C: 0.51341 2.19994 3.28869
C: 1.89429 1.53996 3.55948
C: 1.70202 0.26220 4.39408
C: 1.54130 -1.04688 3.61443
C: 2.75702 -1.33719 2.71731
C: 2.90785 -2.82746 2.37045
C: 2.00988 -3.46568 1.28436
C: 1.39458 -2.55049 0.23262
C: 0.46836 -3.40009 -0.65926
Si: -0.11798 -2.42232 -2.15402
C: -0.34531 -0.63929 -1.61279
N: -1.28741 0.15782 -2.46479
C: -1.86992 -3.17874 -2.62158
C: -2.87590 -2.64816 -1.77368
C: -3.03284 -3.06175 -0.44172
C: -3.94833 -2.52223 0.32951
C: -4.82078 -1.51020 -0.13471
C: -5.78038 -0.92877 0.78295
C: -4.70297 -1.12903 -1.46058
C: -3.77950 -1.66593 -2.23444
O: 1.03031 -2.65750 -3.30277
Si: 1.30868 -1.40082 -4.38365
B: 2.60580 -0.02271 -3.66176
O: 3.57403 -0.34053 -2.73834
N: 2.46216 1.35889 -4.14696
C: 3.68265 1.78814 -4.90604
C: 2.18175 2.26429 -3.04015
H: -2.48094 4.88038 0.83923
H: -3.75251 3.66069 0.79682
H: -2.09338 3.22359 0.45656
H: -1.95986 5.38828 2.99226
H: -1.36694 4.08320 4.01687
H: 0.51417 4.96835 2.92029
H: -0.24197 4.94946 1.33380
H: -0.14650 2.45139 1.28145
H: 1.44959 3.12163 1.56384
H: -0.24415 1.42335 3.23372
H: 0.33174 2.84003 4.14104
H: 2.44008 2.28777 4.12870
H: 2.45098 1.37557 2.64043
H: 2.56783 0.18579 5.04658
H: 0.84353 0.46215 5.02864
H: 0.58722 -1.11498 3.09191
H: 1.56030 -1.83030 4.36785
H: 2.80736 -0.67232 1.85894
H: 3.62119 -1.09005 3.33208
H: 3.95448 -3.02701 2.17330
H: 2.67402 -3.34639 3.29577
H: 2.64820 -4.15095 0.73203
H: 1.21806 -4.07252 1.71320
H: 0.79654 -1.77274 0.69466
H: 2.18791 -2.15523 -0.40238
H: 1.04006 -4.22087 -1.09362
H: -0.34613 -3.85772 -0.10745
H: -0.82176 -0.69331 -0.63091
H: 0.58649 -0.10722 -1.44113
H: -0.76247 0.92043 -2.87774
H: -1.53708 -0.39946 -3.27127
H: -2.12758 -3.01244 -3.66431
H: -1.77687 -4.23576 -2.38120
H: -2.41551 -3.82838 -0.00813
H: -4.07556 -2.81376 1.35646
H: -5.21131 -0.21599 1.39995
H: -6.54963 -0.34959 0.29100
H: -6.18425 -1.65290 1.48103
H: -5.35795 -0.37014 -1.84463
H: -3.68854 -1.36436 -3.26419
H: 1.98067 -1.99018 -5.56181
H: 0.06205 -0.79357 -4.90064
H: 3.21140 -0.25322 -1.85023
H: 3.45988 1.69566 -5.96137
H: 3.93621 2.80074 -4.63134
H: 4.49678 1.09847 -4.69346
H: 1.47561 1.82971 -2.32980
H: 3.12965 2.41253 -2.47042
H: 1.77932 3.20822 -3.39069
Zn: 2.32242 4.10315 -1.04342

Here are the Löwdin charges for atoms 1 to 8, given in e: number 1, C, carries -0.12; number 2, O, carries -0.17; number 3, C, carries -0.23; number 4, C, carries -0.19; number 5, C, carries -0.23; number 6, C, carries -0.19; number 7, C, carries -0.19; number 8, C, carries -0.21

---

Entry 5:
Here is C5H9N in the gas phase at a distorted geometry from OMol25. Energies are from ωB97M-V/def2-TZVPD.

Properties
SMILES string: C=C/C=C/NC
Energy relative to the best compared isomer or geometry (same formula, charge and spin) in eV: 3.9448
LUMO in hartree: 0.0372
Gap between HOMO and LUMO in eV: 8.84

Atoms and positions in Å:
C: 1.97390 0.79565 -2.26485
C: 1.80240 0.94102 -0.88258
C: 0.50098 0.99129 -0.22375
C: -0.18250 -0.21508 0.01500
N: -0.90821 -0.37443 1.14993
C: -2.19430 -1.13165 1.51289
H: 2.76230 0.55118 -2.87641
H: 0.93111 1.07988 -2.70932
H: 2.64073 0.90152 -0.22078
H: 0.67761 1.87889 0.54790
H: 0.15921 -1.13575 -0.55334
H: -0.48742 0.18963 1.90962
H: -3.03610 -1.03013 0.79053
H: -1.99883 -2.19484 1.36088
H: -2.64086 -1.24719 2.44430

Here are the natural (NBO) charges for atoms 1 to 8, given in e: number 1, C, carries -0.43; number 2, C, carries -0.19; number 3, C, carries -0.34; number 4, C, carries 0.04; number 5, N, carries -0.63; number 6, C, carries -0.43; number 7, H, carries 0.20; number 8, H, carries 0.19

---

Entry 6:
Here is C4H12NO as an isolated structure at a distorted geometry from OMol25. Energies are from ωB97M-V/def2-TZVPD.

Properties
Net charge: +1
Energy relative to the best compared isomer or geometry (same formula, charge and spin) in eV: 5.1842
LUMO in hartree: -0.2286
Gap between HOMO and LUMO in eV: 6.73

Atoms and positions in Å:
C: -0.81776 0.37531 -0.04014
C: 1.17517 -0.52299 -1.31350
C: -0.57770 -0.98664 1.93218
C: 0.37354 0.70542 -0.93277
N: 1.21664 1.70942 -0.32086
O: -1.19722 -2.20126 1.63129
H: -0.44742 -0.52200 0.64606
H: -0.98705 1.24963 0.61651
H: -1.64241 0.01065 -0.68844
H: 1.85531 -0.74653 -0.35858
H: 1.52999 -0.37188 -2.27143
H: 0.49112 -1.37080 -1.36824
H: -1.12913 -0.28389 2.48370
H: 0.59192 -1.05376 2.14248
H: -0.04204 1.18979 -1.94901
H: 2.18896 1.90146 -0.73484
H: 1.07728 1.55627 0.68500
H: -2.03818 -2.35672 2.05156

Here are the natural (NBO) charges for atoms 1 to 8, given in e: number 1, C, carries -0.36; number 2, C, carries -0.61; number 3, C, carries 0.16; number 4, C, carries -0.07; number 5, N, carries -0.86; number 6, O, carries -0.61; number 7, H, carries 0.15; number 8, H, carries 0.25

---

Copy entry 6 word for word.
Here is C4H12NO as an isolated structure at a distorted geometry from OMol25. Energies are from ωB97M-V/def2-TZVPD.

Properties
Net charge: +1
Energy relative to the best compared isomer or geometry (same formula, charge and spin) in eV: 5.1842
LUMO in hartree: -0.2286
Gap between HOMO and LUMO in eV: 6.73

Atoms and positions in Å:
C: -0.81776 0.37531 -0.04014
C: 1.17517 -0.52299 -1.31350
C: -0.57770 -0.98664 1.93218
C: 0.37354 0.70542 -0.93277
N: 1.21664 1.70942 -0.32086
O: -1.19722 -2.20126 1.63129
H: -0.44742 -0.52200 0.64606
H: -0.98705 1.24963 0.61651
H: -1.64241 0.01065 -0.68844
H: 1.85531 -0.74653 -0.35858
H: 1.52999 -0.37188 -2.27143
H: 0.49112 -1.37080 -1.36824
H: -1.12913 -0.28389 2.48370
H: 0.59192 -1.05376 2.14248
H: -0.04204 1.18979 -1.94901
H: 2.18896 1.90146 -0.73484
H: 1.07728 1.55627 0.68500
H: -2.03818 -2.35672 2.05156

Here are the natural (NBO) charges for atoms 1 to 8, given in e: number 1, C, carries -0.36; number 2, C, carries -0.61; number 3, C, carries 0.16; number 4, C, carries -0.07; number 5, N, carries -0.86; number 6, O, carries -0.61; number 7, H, carries 0.15; number 8, H, carries 0.25